57
Properties=species:S:1:pos:R:3:forces:R:3 method="wB97M-V/def2-TZVPD" gap_ev="2.21 / 5.59" spin_multiplicity=6 fmax_ev_per_a=3.75 charge=-1
Dy 1.044 1.408 0.747 1.267 -0.012 -1.762
Cl -0.869 1.118 -0.738 -1.748 -0.174 -1.135
Cl 2.437 -0.185 1.950 1.160 -1.390 1.155
H -0.067 1.267 2.660 -1.818 -0.488 -0.230
H -0.692 1.101 2.194 0.700 0.261 1.455
P -1.317 -3.061 -0.985 -0.029 -0.209 -0.035
C -2.499 -2.795 -2.422 0.254 -0.021 0.216
C -0.293 -4.499 -1.602 -0.518 -0.106 -0.096
C -2.515 -3.922 0.177 0.189 0.170 -0.180
C -2.060 -1.570 -3.228 -0.227 0.109 -0.074
H -3.445 -2.547 -1.911 0.218 -0.031 -0.211
C -2.734 -3.992 -3.342 -0.371 0.077 -0.247
H -1.828 -4.266 -3.896 -0.270 0.051 0.107
H -3.499 -3.706 -4.077 0.126 -0.105 -0.038
H -3.111 -4.878 -2.822 0.191 0.207 -0.195
H -1.873 -0.710 -2.577 0.030 -0.163 -0.157
H -2.857 -1.305 -3.936 0.150 0.035 0.001
H -1.153 -1.774 -3.810 -0.107 0.039 0.147
H -3.400 -3.264 0.120 0.206 -0.185 0.143
C -1.980 -3.876 1.612 -0.191 -0.038 0.082
C -2.938 -5.334 -0.226 -0.321 -0.133 0.334
H -3.601 -5.339 -1.097 0.204 -0.024 0.206
H -3.509 -5.779 0.599 0.045 -0.052 -0.066
H -2.082 -5.991 -0.421 -0.287 0.132 0.035
H -1.727 -2.851 1.908 0.041 -0.201 -0.073
H -1.093 -4.508 1.739 -0.156 0.182 -0.006
H -2.756 -4.244 2.295 0.134 0.015 0.018
C 0.637 -4.066 -2.736 0.213 -0.032 0.059
H -1.010 -5.227 -2.007 0.322 -0.007 0.027
C 0.497 -5.166 -0.472 0.210 0.000 -0.070
H 0.102 -3.785 -3.650 0.102 0.074 0.265
H 1.289 -4.912 -2.993 -0.007 0.180 -0.014
H 1.271 -3.224 -2.426 -0.100 -0.148 -0.102
H 1.054 -4.423 0.115 -0.086 -0.182 -0.093
H 1.218 -5.866 -0.916 -0.034 0.115 0.149
H -0.132 -5.751 0.209 0.106 0.244 -0.118
C 0.186 5.387 -0.061 -0.293 -0.191 0.042
N 1.204 5.619 0.961 -0.535 0.186 -0.251
C 1.570 7.012 1.170 -0.093 0.054 -0.366
C 2.205 7.206 2.513 -0.081 0.162 0.410
C 3.347 6.239 2.639 0.324 -0.132 0.000
N 2.905 4.878 2.347 0.308 -0.039 0.526
C 3.813 3.834 2.812 -0.127 -0.121 0.075
C 1.889 4.616 1.517 -0.069 -1.767 -0.885
O 1.550 3.374 1.259 0.893 3.494 1.010
H 0.029 4.319 -0.232 0.130 0.281 0.092
H 0.469 5.852 -1.017 0.153 -0.046 0.250
H -0.776 5.822 0.252 0.320 -0.062 0.000
H 2.275 7.349 0.391 -0.056 -0.143 -0.013
H 0.662 7.602 1.066 -0.128 0.075 0.039
H 1.483 7.066 3.322 -0.004 -0.088 -0.094
H 2.581 8.227 2.597 0.088 0.143 -0.047
H 3.770 6.241 3.647 -0.125 -0.042 0.000
H 4.160 6.548 1.957 -0.154 -0.203 -0.035
H 4.775 3.911 2.285 -0.174 -0.042 -0.015
H 4.005 3.985 3.884 -0.112 -0.065 -0.260
H 3.388 2.836 2.657 0.140 0.354 0.024

---

61
Properties=species:S:1:pos:R:3:forces:R:3 method="wB97M-V/def2-TZVPD" gap_ev=7.57 fmax_ev_per_a=3.65 charge=-1
Cl -0.450 -0.377 0.116 -0.289 0.067 -0.087
C 1.975 -2.663 -1.768 1.805 1.164 -0.447
O 2.802 -1.762 -1.876 -1.217 -1.558 -0.206
N 2.069 -3.860 -2.453 0.316 -0.589 0.484
C 1.128 -4.917 -2.140 -0.608 0.252 0.447
C 3.151 -4.233 -3.354 -0.577 -0.108 -1.072
H 1.089 -2.553 -1.123 0.014 -0.152 -0.088
H 0.400 -5.073 -2.936 -0.049 -0.016 -0.248
H 0.579 -4.647 -1.238 -0.087 0.241 -0.080
H 1.534 -5.895 -1.879 0.690 0.070 -0.224
H 2.671 -4.766 -4.175 -0.195 -0.166 -0.251
H 3.681 -3.433 -3.869 -0.237 0.472 0.707
H 3.895 -4.955 -3.017 0.010 0.147 0.863
C 0.136 -3.778 1.611 1.888 0.322 -0.679
O 1.342 -4.083 1.548 -2.075 0.141 0.212
N -0.751 -4.252 2.510 -0.438 -0.506 0.659
C -2.210 -3.988 2.257 1.257 0.200 -0.058
C -0.332 -5.430 3.282 -1.241 -0.196 0.156
H -0.319 -3.049 0.923 0.191 0.178 -0.003
H -2.845 -4.101 3.135 0.403 -0.257 0.155
H -2.587 -4.604 1.440 -0.062 -0.252 0.068
H -2.304 -2.948 1.943 0.130 0.015 -0.051
H -0.775 -5.433 4.278 -0.122 0.328 0.084
H -0.772 -6.293 2.782 0.250 -0.428 -0.056
H 0.738 -5.585 3.424 -0.114 0.560 -0.580
C 2.765 1.471 -1.122 2.026 -2.383 -0.391
O 3.679 0.614 -1.057 -2.113 2.674 0.307
N 2.958 2.791 -1.283 -0.213 2.017 -1.981
C 1.815 3.687 -1.664 0.189 -0.499 1.703
C 4.256 3.471 -1.227 -0.350 -0.108 1.099
H 1.680 1.287 -1.111 0.143 -0.823 0.165
H 0.879 3.158 -1.842 0.310 -0.505 -0.020
H 1.942 4.378 -2.496 0.723 -0.319 -0.162
H 1.615 4.280 -0.771 -0.146 0.436 -0.044
H 5.135 2.828 -1.261 -0.465 -0.384 -0.325
H 4.353 4.287 -1.943 -0.206 -0.229 -0.260
H 4.276 3.920 -0.234 0.307 0.373 0.140
C -2.585 2.589 -0.936 0.609 2.640 2.451
O -3.038 3.326 -0.027 0.265 -1.617 -1.421
N -3.042 2.543 -2.176 -0.302 0.102 -1.172
C -2.291 1.765 -3.148 -0.690 -0.615 0.144
C -4.249 3.216 -2.614 -0.432 -0.290 -0.332
H -1.611 2.084 -0.844 -0.336 -0.418 0.446
H -1.524 1.191 -2.627 0.045 0.061 -0.021
H -1.845 2.342 -3.958 -0.047 0.316 0.104
H -2.988 1.045 -3.578 0.109 -0.176 -0.300
H -4.100 3.671 -3.593 0.297 0.295 0.069
H -5.057 2.507 -2.791 -0.063 -0.389 0.115
H -4.657 3.942 -1.911 0.624 -0.039 0.145
C 0.163 2.241 3.054 -0.803 1.329 1.049
O 1.338 2.426 3.227 0.847 -0.094 0.068
N -0.812 3.017 3.686 -1.725 -1.682 -1.208
C -2.201 2.683 3.315 0.286 0.236 -0.759
C -0.672 3.985 4.749 0.341 -0.399 -0.998
H -0.276 1.481 2.388 0.200 0.013 -0.100
H -2.207 2.011 2.457 0.219 -0.275 0.189
H -2.737 3.532 2.891 0.097 0.434 0.296
H -2.828 2.245 4.092 0.279 -0.030 0.408
H -1.012 3.543 5.685 0.289 0.108 0.309
H 0.369 4.308 4.744 -0.083 0.045 0.441
H -1.338 4.812 4.503 0.121 0.260 0.140